{"formula": "C22H26N4O4S", "method": "ωB97M-V with the def2-TZVPD basis set", "e_above_lowest_kj_mol": 55.3, "homo_energy_ev": -7.97, "smiles": "COc1ccccc1CNC(=O)CCCNC(=O)Cn1cnc2sc(C)c(C)c2c1=O", "lumo_ev": 0.65, "homo_lumo_gap_ha": 0.3166, "energy_ha": -1772.1956, "elements": ["C", "O", "C", "C", "C", "C", "C", "C", "C", "N", "C", "O", "C", "C", "C", "N", "C", "O", "C", "N", "C", "N", "C", "S", "C", "C", "C", "C", "C", "C", "O", "H", "H", "H", "H", "H", "H", "H", "H", "H", "H", "H", "H", "H", "H", "H", "H", "H", "H", "H", "H", "H", "H", "H", "H", "H", "H"], "positions_angstrom": [[-2.483, 2.508, -0.007], [-1.393, 1.886, -0.648], [-1.579, 1.336, -1.885], [-2.813, 1.278, -2.523], [-2.943, 0.680, -3.763], [-1.840, 0.140, -4.394], [-0.605, 0.221, -3.777], [-0.449, 0.814, -2.534], [0.932, 0.838, -1.929], [1.195, 1.946, -1.043], [1.529, 1.757, 0.249], [1.765, 0.658, 0.710], [1.647, 3.045, 1.050], [2.394, 2.829, 2.368], [1.455, 2.550, 3.542], [0.682, 1.341, 3.383], [-0.628, 1.356, 3.132], [-1.305, 2.362, 3.005], [-1.263, -0.047, 3.081], [-0.963, -0.740, 1.846], [-1.865, -0.760, 0.839], [-1.713, -1.349, -0.294], [-0.528, -1.967, -0.467], [-0.088, -2.772, -1.926], [1.479, -3.178, -1.254], [2.454, -3.934, -2.090], [1.638, -2.726, 0.020], [2.865, -2.874, 0.851], [0.481, -2.033, 0.486], [0.280, -1.397, 1.759], [1.027, -1.403, 2.723], [-3.339, 1.835, 0.089], [-2.130, 2.775, 0.989], [-2.795, 3.410, -0.544], [-3.690, 1.693, -2.052], [-3.915, 0.640, -4.231], [-1.935, -0.334, -5.358], [0.265, -0.192, -4.267], [1.099, -0.064, -1.329], [1.671, 0.841, -2.741], [0.909, 2.861, -1.352], [0.635, 3.408, 1.245], [2.159, 3.788, 0.436], [2.982, 3.715, 2.613], [3.074, 1.983, 2.251], [0.740, 3.370, 3.656], [2.043, 2.462, 4.462], [1.178, 0.456, 3.309], [-2.344, 0.064, 3.179], [-0.867, -0.643, 3.909], [-2.802, -0.254, 1.023], [3.355, -3.344, -2.257], [2.743, -4.863, -1.599], [2.012, -4.173, -3.053], [3.178, -1.887, 1.187], [3.668, -3.344, 0.291], [2.646, -3.465, 1.738]]}

=====

{"formula": "C22H26N4O5S", "method": "ωB97M-V with the def2-TZVPD basis set", "e_above_lowest_kj_mol": 1127.5, "homo_energy_ev": -5.92, "lumo_ev": -1.46, "homo_lumo_gap_ha": 0.1640, "energy_ha": -1847.0245, "elements": ["C", "C", "O", "C", "C", "C", "C", "N", "N", "C", "N", "C", "C", "C", "C", "C", "C", "O", "O", "H", "H", "H", "H", "H", "H", "H", "H", "H", "H", "H", "H", "H", "H", "H", "C", "S", "C", "C", "C", "C", "C", "C", "N", "O", "O", "C", "C", "H", "H", "H", "H", "H", "H", "H", "H", "H", "H", "H"], "positions_angstrom": [[5.192, 3.158, -1.727], [3.722, 2.864, -1.557], [3.496, 1.444, -1.175], [2.134, 1.261, -1.030], [1.758, -0.213, -0.831], [0.346, -0.361, -1.216], [-0.095, -1.701, -1.694], [-0.564, 0.642, -1.232], [-1.788, 0.321, -1.117], [-2.673, 1.433, -1.234], [-3.961, 0.959, -0.992], [-5.120, 1.694, -0.993], [-6.358, 1.076, -0.629], [-7.547, 1.829, -0.610], [-7.544, 3.194, -0.946], [-6.338, 3.803, -1.303], [-5.133, 3.075, -1.338], [-2.374, 2.572, -1.512], [1.397, 2.203, -1.108], [5.356, 4.237, -1.819], [5.803, 2.832, -0.879], [5.613, 2.717, -2.627], [3.319, 3.497, -0.750], [3.186, 3.123, -2.498], [2.364, -0.857, -1.623], [0.713, -2.319, -2.120], [-0.618, -2.256, -0.915], [-0.820, -1.463, -2.496], [-3.952, -0.058, -0.786], [-6.373, 0.001, -0.352], [-8.486, 1.351, -0.328], [-8.461, 3.782, -0.933], [-6.281, 4.852, -1.570], [-4.179, 3.532, -1.608], [4.414, -2.318, 1.950], [3.802, -0.895, 0.986], [4.833, -1.159, -0.468], [2.237, -1.459, 0.338], [1.215, -1.796, 1.315], [0.284, -2.862, 1.045], [-0.624, -3.315, 2.003], [-0.600, -2.767, 3.302], [-1.680, -3.018, 4.163], [-1.736, -2.464, 5.277], [-2.611, -3.769, 3.815], [0.374, -1.794, 3.635], [1.260, -1.319, 2.658], [3.932, -2.377, 2.932], [4.402, -3.323, 1.494], [5.459, -2.032, 2.111], [4.698, -0.301, -1.158], [5.865, -1.137, -0.078], [4.665, -2.119, -0.990], [2.495, -2.334, -0.327], [0.435, -3.490, 0.141], [-1.371, -4.065, 1.727], [0.399, -1.391, 4.650], [2.118, -0.721, 3.027]]}

=====

{"formula": "C22H26N6O3", "method": "ωB97M-V with the def2-TZVPD basis set", "e_above_lowest_kj_mol": 0.0, "homo_energy_ev": -8.04, "smiles": "CC(=O)N(C)C1(c2nnnn2CCOC(=O)Nc2cccc3ccccc23)CCCC1", "lumo_ev": 0.59, "homo_lumo_gap_ha": 0.3174, "energy_ha": -1408.2229, "elements": ["C", "C", "O", "N", "C", "C", "C", "N", "N", "N", "N", "C", "C", "O", "C", "O", "N", "C", "C", "C", "C", "C", "C", "C", "C", "C", "C", "C", "C", "C", "C", "H", "H", "H", "H", "H", "H", "H", "H", "H", "H", "H", "H", "H", "H", "H", "H", "H", "H", "H", "H", "H", "H", "H", "H", "H", "H"], "positions_angstrom": [[-4.334, -0.131, 1.953], [-4.475, 0.546, 0.611], [-5.371, 1.351, 0.424], [-3.612, 0.227, -0.400], [-3.989, 0.687, -1.724], [-2.442, -0.640, -0.240], [-1.562, -0.131, 0.856], [-0.872, -0.899, 1.672], [-0.167, -0.093, 2.451], [-0.381, 1.120, 2.169], [-1.260, 1.160, 1.158], [-1.641, 2.429, 0.608], [-0.697, 2.847, -0.527], [0.630, 2.999, -0.056], [1.446, 1.911, -0.195], [1.110, 0.899, -0.756], [2.644, 2.179, 0.368], [3.821, 1.424, 0.142], [4.924, 2.066, -0.365], [6.091, 1.352, -0.665], [6.136, 0.000, -0.476], [5.035, -0.686, 0.075], [5.074, -2.077, 0.309], [4.019, -2.721, 0.892], [2.891, -1.995, 1.301], [2.817, -0.649, 1.081], [3.863, 0.036, 0.430], [-2.863, -2.110, 0.035], [-1.974, -2.975, -0.855], [-1.788, -2.116, -2.097], [-1.539, -0.733, -1.504], [-4.807, -1.110, 1.896], [-4.878, 0.465, 2.682], [-3.313, -0.264, 2.286], [-3.334, 1.483, -2.085], [-3.987, -0.142, -2.431], [-4.999, 1.089, -1.647], [-1.558, 3.153, 1.422], [-2.669, 2.393, 0.248], [-0.704, 2.099, -1.328], [-1.003, 3.820, -0.914], [2.771, 3.137, 0.664], [4.887, 3.130, -0.552], [6.942, 1.881, -1.067], [7.022, -0.562, -0.735], [5.962, -2.622, 0.021], [4.058, -3.788, 1.061], [2.077, -2.499, 1.801], [1.963, -0.099, 1.437], [-2.751, -2.371, 1.084], [-3.909, -2.226, -0.255], [-1.012, -3.132, -0.368], [-2.426, -3.943, -1.066], [-2.699, -2.124, -2.700], [-0.958, -2.443, -2.720], [-1.713, 0.069, -2.215], [-0.496, -0.670, -1.191]]}

=====

{"formula": "C22H27AgN2P2", "method": "ωB97M-V with the def2-TZVPD basis set", "e_above_lowest_kj_mol": 0.0, "homo_energy_ev": -6.85, "lumo_ev": 0.60, "homo_lumo_gap_ha": 0.2737, "energy_ha": -1793.7312, "elements": ["Ag", "C", "P", "C", "C", "C", "C", "C", "C", "C", "P", "C", "C", "H", "H", "H", "H", "H", "H", "H", "H", "H", "H", "H", "H", "H", "H", "H", "H", "C", "N", "C", "C", "C", "C", "C", "N", "C", "C", "C", "C", "C", "C", "H", "H", "H", "H", "H", "H", "H", "H", "H", "H", "H"], "positions_angstrom": [[-0.131, 0.207, 0.463], [1.440, 3.355, 2.020], [0.934, 2.393, 0.558], [0.143, 3.679, -0.478], [2.510, 2.117, -0.350], [3.636, 2.893, -0.078], [4.836, 2.674, -0.733], [4.929, 1.669, -1.685], [3.815, 0.899, -1.975], [2.601, 1.105, -1.321], [1.122, 0.093, -1.744], [1.806, -1.565, -2.078], [0.779, 0.694, -3.443], [1.864, 4.329, 1.769], [2.156, 2.779, 2.607], [0.552, 3.511, 2.633], [0.814, 4.522, -0.655], [-0.759, 4.033, 0.022], [-0.150, 3.247, -1.435], [3.590, 3.670, 0.674], [5.699, 3.284, -0.496], [5.863, 1.487, -2.202], [3.895, 0.124, -2.727], [2.586, -1.580, -2.840], [0.982, -2.198, -2.411], [2.183, -1.982, -1.145], [1.656, 0.612, -4.088], [0.467, 1.738, -3.407], [-0.036, 0.110, -3.871], [2.844, -1.432, 1.703], [1.422, -1.429, 1.452], [0.702, -2.377, 1.933], [-0.720, -2.409, 1.821], [-1.602, -3.410, 2.245], [-2.882, -2.968, 1.910], [-2.712, -1.716, 1.305], [-1.418, -1.374, 1.249], [3.263, -0.274, 2.584], [2.549, 0.024, 3.742], [2.966, 1.044, 4.584], [4.096, 1.792, 4.272], [4.798, 1.516, 3.108], [4.381, 0.488, 2.271], [3.384, -1.347, 0.754], [3.164, -2.374, 2.174], [1.170, -3.209, 2.473], [-1.329, -4.336, 2.730], [-3.818, -3.474, 2.082], [-3.477, -1.057, 0.921], [1.658, -0.544, 3.980], [2.405, 1.260, 5.485], [4.420, 2.588, 4.930], [5.672, 2.100, 2.848], [4.928, 0.282, 1.357]]}